DFT (ωB97M-V/def2-TZVPD) results for a 2-piece molecular cluster, C31H11BF16 overall.

Cartesian coordinates (Å):
F: 2.948 2.799 11.121
C: 2.636 1.489 10.824
C: 3.578 0.504 11.129
C: 3.230 -0.828 10.868
C: 1.982 -1.155 10.358
C: 0.985 -0.157 10.143
C: -0.379 -0.512 9.896
C: -1.452 0.223 10.486
C: -2.807 -0.015 10.095
C: -3.870 0.646 10.688
C: -3.646 1.620 11.671
C: -2.331 1.876 12.084
C: -1.267 1.174 11.536
C: 1.396 1.204 10.284
H: 4.549 0.778 11.541
H: 3.945 -1.620 11.072
H: 1.705 -2.193 10.178
H: -0.620 -1.495 9.488
H: -2.986 -0.726 9.302
H: -4.894 0.404 10.383
H: -4.485 2.160 12.117
H: -2.130 2.620 12.852
H: -0.268 1.350 11.927
H: 0.702 2.014 10.062
F: -0.083 -3.339 1.972
C: -0.306 -3.168 3.285
C: -1.558 -3.449 3.824
F: -2.571 -3.816 3.022
C: -1.757 -3.376 5.205
F: -3.004 -3.737 5.613
C: -0.724 -3.065 6.095
B: -0.814 -3.224 7.677
C: -2.256 -3.647 8.194
C: -3.330 -2.756 8.209
F: -3.239 -1.582 7.491
C: -4.556 -3.040 8.807
F: -5.512 -2.099 8.919
C: -4.796 -4.329 9.273
F: -5.986 -4.650 9.806
C: -3.822 -5.306 9.094
F: -4.092 -6.591 9.377
C: -2.579 -4.955 8.566
F: -1.752 -5.991 8.272
C: 0.290 -4.220 8.272
C: 0.585 -4.311 9.635
F: -0.270 -3.782 10.570
C: 1.668 -5.051 10.126
F: 1.991 -5.022 11.435
C: 2.412 -5.840 9.258
F: 3.427 -6.602 9.718
C: 2.028 -5.921 7.923
F: 2.642 -6.779 7.085
C: 0.969 -5.143 7.469
F: 0.509 -5.474 6.233
H: -0.522 -2.038 8.174
C: 0.499 -2.710 5.511
F: 1.550 -2.358 6.300
C: 0.737 -2.811 4.142
F: 1.970 -2.621 3.642

Atomic forces in eV per Å
F -0.311 -1.271 -0.509
C 0.256 0.726 0.190
C -0.546 -0.158 -0.254
C 0.076 0.201 -0.027
C -0.845 0.010 -0.157
C 1.262 0.533 -0.367
C -0.108 0.270 2.195
C -0.745 0.629 -0.082
C 0.430 -0.226 0.175
C -0.269 0.078 -0.019
C 0.413 -0.306 -0.265
C 0.057 -0.121 -0.053
C 0.096 0.245 -0.171
C -0.287 -0.162 0.558
H -0.298 -0.050 -0.112
H -0.129 0.143 -0.048
H 0.186 0.218 0.068
H 0.151 0.331 -0.020
H -0.039 0.142 0.101
H 0.498 0.116 0.042
H 0.300 -0.201 -0.134
H -0.078 -0.215 -0.099
H -0.305 -0.110 0.034
H 0.301 -0.166 -0.030
F -0.060 0.219 0.413
C 0.009 -0.327 0.254
C 0.031 0.193 0.126
F 0.354 0.118 0.137
C 0.371 -0.217 -0.393
F 0.681 0.192 -0.125
C -0.009 0.219 -0.790
B 0.121 1.479 0.524
C -1.111 -0.263 0.017
C -0.148 -0.183 -0.143
F 0.120 -0.580 0.880
C 0.261 -0.038 -0.103
F 0.135 -0.155 -0.137
C 0.038 -0.162 -0.078
F 0.367 0.152 -0.137
C 0.093 -0.020 -0.094
F 0.016 0.463 0.048
C -0.399 0.003 -0.175
F -0.263 0.555 0.466
C 0.409 -0.823 0.215
C 0.282 -0.531 -0.193
F 0.704 0.384 -0.555
C -0.192 0.125 0.025
F -0.191 -0.047 -0.302
C 0.098 -0.276 -0.107
F -0.470 0.482 -0.171
C 0.036 -0.057 -0.087
F -0.199 0.346 0.490
C 0.019 -0.441 0.200
F 0.450 0.532 0.498
H -0.406 -1.705 -1.189
C -0.358 -0.246 -0.454
F -0.417 -0.188 -0.285
C -0.096 0.045 0.114
F -0.340 0.092 0.096

Output
- M (g mol⁻¹) = 698.209
- maximum force (hartree/bohr) = 0.04305
- total charge = 0
- Kohn-Sham gap (eV) = 4.990
- calculated total energy (eV) = -76476.2315

Population analysis type Mulliken, resulting atomic charges in e: F -0.315; C 0.323; C -0.534; C -0.558; C -0.647; C 0.324; C 0.478; C 0.108; C -0.237; C -0.750; C -0.381; C -0.883; C -0.408; C -0.802; H 0.459; H 0.467; H 0.388; H 0.478; H 0.622; H 0.468; H 0.402; H 0.400; H 0.544; H 0.819; F -0.311; C 0.455; C 0.281; F -0.314; C -0.393; F -0.324; C 0.380; B 1.486; C 0.929; C -0.492; F -0.606; C 0.636; F -0.357; C 0.488; F -0.313; C 0.219; F -0.313; C -0.271; F -0.354; C 0.775; C -0.976; F -0.523; C 0.758; F -0.352; C 0.357; F -0.312; C 0.332; F -0.309; C -0.101; F -0.367; H -0.478; C -0.075; F -0.375; C 0.370; F -0.319

=====

DFT (ωB97M-V/def2-TZVPD) results for a 18-piece molecular cluster, C31H16Cl68F10O5S overall.

Cartesian coordinates (Å):
C: 5.431 0.518 4.022
C: 6.375 -0.030 2.779
O: 7.599 -0.521 3.090
O: 5.941 0.054 1.376
C: 6.125 -1.233 0.664
C: 4.963 -1.315 -0.487
C: 3.752 -2.363 -0.234
O: 4.353 -3.628 0.216
S: 3.366 -4.876 -0.389
O: 3.744 -6.218 0.340
O: 3.484 -5.138 -1.909
C: 1.621 -4.457 0.135
C: 1.234 -2.872 0.125
C: 2.455 -1.846 0.645
C: 2.667 -1.854 2.267
C: 1.639 -2.886 3.092
F: 4.012 -2.184 2.766
C: 1.908 -0.365 0.082
F: 2.805 0.676 0.721
F: 2.193 -0.187 -1.392
C: 0.407 0.053 0.499
F: -0.040 -0.393 1.873
F: 0.457 1.562 0.656
C: -0.832 -0.247 -0.485
F: -0.580 -0.863 -1.793
F: -1.764 -1.198 0.235
C: -1.817 1.068 -0.811
F: -2.950 0.470 -1.615
F: -2.458 1.633 0.398
F: -1.187 2.060 -1.713
H: 4.967 1.577 3.725
H: 4.517 -0.173 4.266
H: 6.045 0.617 5.038
H: 7.208 -1.167 0.169
H: 6.171 -2.165 1.387
H: 5.531 -1.714 -1.462
H: 4.665 -0.216 -0.755
H: 3.297 -2.605 -1.313
H: 0.900 -4.984 -0.658
H: 1.380 -5.014 1.162
H: 0.231 -2.719 0.703
H: 1.122 -2.588 -1.030
H: 2.401 -0.793 2.750
H: 0.510 -2.685 2.865
H: 1.797 -2.595 4.239
H: 1.972 -4.005 3.002
C: 3.750 -3.581 7.146
Cl: 2.114 -3.025 7.579
Cl: 4.960 -2.572 7.980
Cl: 3.951 -5.280 7.642
Cl: 3.977 -3.445 5.384
C: -6.750 -0.304 -1.654
Cl: -7.213 -1.822 -0.844
Cl: -6.125 -0.666 -3.282
Cl: -8.175 0.757 -1.787
Cl: -5.486 0.515 -0.701
C: 3.625 -9.065 3.284
Cl: 2.894 -7.504 3.736
Cl: 2.751 -10.388 4.097
Cl: 3.520 -9.281 1.518
Cl: 5.335 -9.087 3.784
C: -4.475 1.273 3.308
Cl: -3.072 0.399 2.643
Cl: -4.022 2.035 4.853
Cl: -4.994 2.528 2.156
Cl: -5.813 0.128 3.581
C: -6.575 5.923 4.545
Cl: -5.467 4.542 4.745
Cl: -7.764 5.550 3.271
Cl: -7.425 6.230 6.080
Cl: -5.643 7.369 4.082
C: 3.625 -5.558 -5.774
Cl: 2.894 -3.997 -5.321
Cl: 2.751 -6.880 -4.960
Cl: 3.520 -5.773 -7.539
Cl: 5.335 -5.580 -5.274
C: -4.775 7.788 0.155
Cl: -6.412 8.344 0.588
Cl: -3.566 8.797 0.989
Cl: -4.575 6.089 0.651
Cl: -4.548 7.924 -1.607
C: 6.025 5.133 3.752
Cl: 5.948 3.730 2.656
Cl: 7.225 4.822 5.032
Cl: 6.503 6.581 2.830
Cl: 4.425 5.399 4.489
C: 0.025 5.485 -0.005
Cl: -1.612 6.041 0.427
Cl: 1.234 6.493 0.828
Cl: 0.225 3.786 0.490
Cl: 0.252 5.621 -1.767
C: -9.575 4.981 9.578
Cl: -9.652 3.578 8.483
Cl: -8.375 4.669 10.858
Cl: -9.097 6.429 8.656
Cl: -11.175 5.247 10.316
C: -5.375 9.409 8.163
Cl: -3.972 8.535 7.497
Cl: -4.922 10.172 9.708
Cl: -5.894 10.665 7.010
Cl: -6.712 8.264 8.435
C: 3.325 -3.334 -11.029
Cl: 4.179 -1.910 -11.676
Cl: 3.232 -3.213 -9.253
Cl: 1.679 -3.398 -11.706
Cl: 4.211 -4.813 -11.478
C: -9.875 4.741 -2.193
Cl: -10.338 3.223 -1.383
Cl: -9.250 4.379 -3.821
Cl: -11.300 5.802 -2.326
Cl: -8.611 5.560 -1.240
C: 8.600 -3.722 -6.820
Cl: 9.454 -2.299 -7.468
Cl: 8.507 -3.601 -5.045
Cl: 6.954 -3.786 -7.498
Cl: 9.486 -5.201 -7.270
C: -6.700 11.322 -2.144
Cl: -7.271 9.672 -2.500
Cl: -7.716 12.501 -3.011
Cl: -6.805 11.622 -0.391
Cl: -5.008 11.493 -2.676
C: -0.100 -5.934 -9.183
Cl: -0.814 -7.412 -8.490
Cl: 1.021 -6.375 -10.496
Cl: -1.395 -4.897 -9.832
Cl: 0.789 -5.052 -7.916
C: 1.700 -10.996 -8.976
Cl: 0.185 -11.827 -9.408
Cl: 1.954 -11.101 -7.216
Cl: 3.064 -11.772 -9.820
Cl: 1.598 -9.285 -9.461

Atomic forces in eV per Å
C -0.451 0.801 -0.375
C 5.594 -2.121 1.583
O -7.870 2.892 -2.311
O 0.209 -1.466 3.774
C 1.235 -0.566 -0.782
C 1.744 -0.248 -0.719
C -0.148 1.794 -2.131
O -2.770 -0.489 -0.862
S 2.107 -7.189 -1.367
O -1.387 5.794 -1.771
O -0.671 2.595 4.870
C -2.074 -0.051 0.216
C 0.706 0.143 -0.843
C -0.781 -1.092 -0.727
C -1.747 0.315 2.118
C 0.891 0.742 1.053
F -2.254 0.612 -1.737
C 4.123 1.020 0.307
F -2.779 -2.867 -1.813
F -1.616 -0.602 4.448
C -0.854 2.757 2.230
F 1.989 1.069 -4.370
F -0.254 -6.029 -0.570
C -3.203 -1.743 -0.990
F -0.157 1.945 4.274
F 2.970 2.758 -2.247
C -2.633 0.501 -1.796
F 4.259 2.147 2.605
F 2.901 -1.451 -4.942
F -2.169 -3.399 3.644
H 1.114 -2.421 0.670
H 1.879 0.990 -0.870
H -1.014 -0.257 -2.668
H -2.503 -0.236 0.848
H -0.398 2.077 -1.385
H -1.376 0.695 2.146
H 0.128 -2.269 0.713
H 0.968 0.828 2.196
H 1.969 1.063 1.525
H 1.082 1.391 -2.238
H 1.894 -0.308 -1.161
H -0.055 -0.548 2.565
H 0.914 -2.205 -1.449
H 2.272 -0.514 0.169
H -0.418 -0.662 -2.637
H -0.769 2.202 -0.048
C 0.146 -0.109 0.001
Cl 0.321 -0.102 -0.114
Cl -0.318 -0.239 -0.222
Cl -0.070 0.431 -0.133
Cl 0.137 -0.053 0.635
C 0.001 0.058 0.072
Cl 0.111 0.333 -0.179
Cl -0.131 0.082 0.378
Cl 0.418 -0.269 0.014
Cl -0.837 -0.270 -0.136
C 0.061 -0.056 -0.216
Cl 0.154 -0.301 -0.043
Cl 0.187 0.309 -0.150
Cl 0.031 0.068 0.533
Cl -0.443 0.027 -0.106
C -0.053 -0.058 -0.074
Cl -0.555 -0.056 0.788
Cl 0.218 -0.613 -0.283
Cl 0.145 -0.395 0.176
Cl 0.342 0.317 -0.085
C 0.031 0.083 0.062
Cl -0.601 0.835 0.030
Cl 0.283 0.062 0.225
Cl 0.273 -0.359 -0.803
Cl -0.195 -0.287 0.126
C 0.213 -0.358 0.054
Cl 0.110 -0.227 -0.147
Cl 0.172 0.357 -0.215
Cl 1.261 -0.486 0.889
Cl -0.619 -0.090 0.089
C -0.089 0.087 -0.057
Cl 0.429 -0.317 -0.017
Cl -0.364 -0.184 -0.171
Cl -0.482 0.362 -0.031
Cl 0.106 -0.164 0.530
C 0.044 0.035 0.014
Cl 0.074 0.479 0.142
Cl -0.308 0.061 -0.326
Cl -0.128 -0.369 0.228
Cl 0.360 -0.076 -0.181
C 0.025 0.068 0.163
Cl 0.822 -0.330 -0.203
Cl -0.215 -0.194 -0.182
Cl -0.184 2.173 -0.324
Cl -0.058 -0.052 0.395
C -0.022 -0.166 0.086
Cl 0.038 0.388 0.254
Cl -0.292 0.107 -0.345
Cl -0.494 -0.364 0.402
Cl 0.423 -0.043 -0.207
C -0.003 0.028 -0.023
Cl -0.355 0.190 0.153
Cl -0.106 -0.183 -0.372
Cl 0.120 -0.309 0.259
Cl 0.622 0.601 0.221
C -0.049 0.146 0.029
Cl -0.184 -0.352 0.135
Cl 0.130 0.331 -0.799
Cl 0.446 0.257 0.088
Cl -0.179 0.312 0.129
C 0.025 0.046 -0.050
Cl 0.019 0.407 -0.154
Cl -0.147 0.074 0.417
Cl 0.357 -0.269 0.042
Cl -0.263 -0.176 -0.197
C -0.061 0.008 -0.092
Cl -0.191 -0.337 0.170
Cl 0.013 -0.041 -0.389
Cl 0.537 0.155 -0.031
Cl -0.227 0.360 0.123
C -0.024 -0.032 -0.014
Cl -0.045 0.535 -0.046
Cl 0.248 -0.279 0.210
Cl 0.029 0.043 -0.455
Cl -0.402 -0.029 0.137
C -0.149 0.081 0.260
Cl -0.053 0.583 -0.090
Cl -0.258 0.005 0.338
Cl 0.291 -0.235 0.069
Cl -1.515 -0.120 -0.505
C 0.072 0.064 -0.009
Cl 0.341 0.200 0.101
Cl -0.064 0.032 -0.411
Cl -0.318 0.155 0.201
Cl 0.267 -0.778 0.076

Output
- M (g mol⁻¹) = 3101.315
- maximum force (hartree/bohr) = 0.16913
- total charge = 0
- Kohn-Sham gap (eV) = 9.088
- calculated total energy (eV) = -932160.2458

Atomic partial charges in e from the Mulliken method, atoms 1 to 99: C -0.446; C 0.729; O -0.587; O -0.273; C -0.412; C -0.954; C -0.947; O -0.383; S 1.002; O -0.539; O -0.505; C -0.800; C -1.076; C 1.811; C 0.230; C -0.881; F -0.199; C 0.414; F -0.353; F -0.332; C 0.464; F -0.193; F -0.318; C 0.545; F -0.274; F -0.314; C 0.490; F -0.284; F -0.053; F -0.195; H 0.089; H 0.043; H 0.280; H 0.373; H 0.283; H 0.386; H 0.242; H 0.667; H 0.487; H 0.315; H 0.146; H 0.619; H 0.269; H 0.198; H 0.251; H 0.112; C 0.277; Cl -0.116; Cl -0.104; Cl -0.095; Cl -0.033; C 0.153; Cl -0.109; Cl -0.108; Cl -0.020; Cl 0.059; C 0.288; Cl -0.038; Cl -0.101; Cl -0.069; Cl -0.102; C 0.103; Cl 0.025; Cl -0.125; Cl 0.019; Cl -0.093; C 0.081; Cl -0.030; Cl -0.080; Cl 0.094; Cl -0.044; C 0.169; Cl -0.099; Cl -0.083; Cl 0.034; Cl -0.036; C 0.172; Cl -0.081; Cl -0.083; Cl 0.132; Cl -0.090; C 0.299; Cl -0.025; Cl -0.098; Cl -0.097; Cl -0.099; C 0.135; Cl 0.026; Cl -0.106; Cl 0.175; Cl -0.119; C 0.355; Cl -0.093; Cl -0.104; Cl -0.082; Cl -0.095; C 0.250; Cl -0.080; Cl -0.102

=====

DFT (ωB97M-V/def2-TZVPD) results for C31H17Cl5N4O5Ti as an isolated structure.

Cartesian coordinates (Å):
Ti: 0.283 -0.207 -0.388
O: 2.678 -3.328 -1.961
C: 2.119 -2.389 -1.376
N: 0.876 -1.920 -1.496
C: -0.053 -2.426 -2.423
C: 0.162 -3.527 -3.253
C: -0.833 -3.959 -4.123
C: -2.047 -3.296 -4.168
C: -2.278 -2.197 -3.351
C: -1.298 -1.746 -2.467
N: -1.471 -0.703 -1.543
C: -2.460 0.187 -1.684
O: -3.236 0.349 -2.639
C: -2.600 1.143 -0.523
C: -2.694 2.510 -0.788
C: -2.794 3.380 0.278
C: -2.838 2.857 1.565
C: -2.769 1.484 1.721
N: -2.644 0.633 0.705
C: 2.924 -1.611 -0.361
C: 4.230 -1.967 -0.057
C: 4.929 -1.224 0.873
C: 4.303 -0.152 1.480
C: 2.996 0.137 1.133
N: 2.327 -0.578 0.228
H: 1.110 -4.033 -3.200
H: -0.649 -4.816 -4.761
H: -2.828 -3.627 -4.844
H: -3.218 -1.672 -3.393
H: -2.659 2.850 -1.813
H: -2.820 4.452 0.116
H: -2.896 3.500 2.432
H: -2.796 1.039 2.711
H: 4.650 -2.820 -0.571
H: 5.952 -1.477 1.127
H: 4.810 0.458 2.215
H: 2.448 0.957 1.584
Cl: 3.279 6.554 -0.597
C: 2.389 5.061 -0.303
C: 1.803 4.880 0.943
C: 1.103 3.677 1.153
Cl: 0.399 3.444 2.734
C: 0.962 2.684 0.194
O: 0.290 1.575 0.426
C: 1.600 2.905 -1.090
C: 1.533 1.956 -2.122
O: 0.960 0.817 -2.088
C: 2.309 4.126 -1.300
H: 1.879 5.618 1.725
H: 2.026 2.231 -3.067
H: 2.787 4.301 -2.256
Cl: -3.702 -3.249 5.544
C: -2.675 -2.651 4.254
C: -1.802 -1.607 4.504
C: -0.997 -1.144 3.479
Cl: 0.103 0.161 3.800
C: -1.019 -1.676 2.168
O: -0.273 -1.256 1.229
C: -1.935 -2.753 1.989
Cl: -2.021 -3.479 0.418
C: -2.746 -3.233 2.996
H: -1.740 -1.155 5.484
H: -3.427 -4.048 2.797

Atomic forces in eV per Å
Ti -0.702 0.345 -0.178
O 0.166 0.019 0.089
C -0.285 -0.115 -0.220
N 0.173 -0.083 0.021
C 0.015 -0.023 0.079
C -0.049 0.058 0.007
C -0.010 -0.015 -0.019
C -0.002 -0.030 -0.027
C -0.025 -0.007 -0.009
C 0.044 0.027 0.057
N 0.176 -0.152 -0.157
C -0.082 0.023 -0.312
O 0.018 -0.006 0.210
C -0.008 0.125 -0.007
C 0.027 -0.110 0.073
C 0.012 -0.011 0.051
C -0.002 0.025 -0.034
C -0.008 0.021 0.045
N -0.010 0.024 -0.057
C 0.157 -0.178 -0.014
C 0.010 -0.137 -0.139
C 0.087 -0.150 -0.080
C -0.100 0.209 0.138
C -0.103 0.105 0.088
N 0.107 0.176 0.085
H 0.022 -0.020 -0.010
H 0.000 -0.003 -0.002
H 0.003 -0.005 -0.001
H 0.017 -0.016 0.008
H -0.002 -0.008 -0.012
H -0.003 -0.002 0.009
H 0.002 0.006 0.007
H 0.008 0.007 -0.009
H -0.012 0.010 -0.005
H 0.012 -0.015 -0.009
H -0.024 0.017 0.005
H 0.032 -0.014 -0.006
Cl 0.019 0.039 -0.007
C -0.015 -0.034 -0.002
C -0.009 -0.029 -0.025
C 0.041 0.005 -0.073
Cl -0.018 -0.022 0.006
C 0.019 0.080 -0.079
O 0.251 -0.159 0.171
C 0.041 0.039 -0.018
C 0.067 0.223 0.036
O -0.054 -0.168 -0.029
C -0.036 -0.025 0.034
H 0.003 0.008 0.003
H -0.031 0.025 0.061
H -0.001 0.004 0.000
Cl -0.021 -0.013 0.028
C 0.079 0.062 -0.068
C -0.078 -0.107 -0.035
C -0.008 -0.039 0.028
Cl -0.007 -0.018 -0.008
C -0.282 -0.172 -0.143
O 0.317 0.054 0.267
C 0.011 0.048 0.030
Cl 0.012 0.014 0.055
C 0.066 0.106 0.084
H -0.009 -0.004 0.012
H -0.014 -0.012 0.005

Output
- M (g mol⁻¹) = 750.632
- maximum force (hartree/bohr) = 0.01560
- spin multiplicity = 3
- total charge = -2
- ΔE to the lowest compared entry with this formula, charge and spin (eV) = 0.541
- Kohn-Sham gap (alpha / beta) (eV) = 4.367 / 6.215
- calculated total energy (eV) = -134356.3202
- ⟨S²⟩ = 2.0345

Population analysis type Mulliken, resulting atomic charges in e: Ti -0.294; O -0.875; C 0.312; N 0.957; C 0.445; C -0.935; C -0.581; C -0.696; C -0.787; C -0.109; N 0.692; C 0.057; O -0.790; C 0.819; C -0.822; C -0.295; C -0.712; C -0.165; N -0.212; C 0.414; C -0.680; C -0.360; C -0.973; C -0.479; N 0.607; H 0.446; H 0.362; H 0.346; H 0.432; H 0.432; H 0.375; H 0.405; H 0.439; H 0.523; H 0.388; H 0.441; H 0.549; Cl -0.302; C 0.458; C -0.958; C 0.873; Cl -0.262; C -1.190; O 0.661; C 1.788; C -1.145; O -0.211; C -1.323; H 0.432; H 0.059; H 0.349; Cl -0.292; C 0.543; C -0.865; C 0.769; Cl -0.190; C -1.095; O -0.264; C 0.674; Cl -0.193; C -0.824; H 0.406; H 0.427

=====

Look up the calculated total energy of the second one.
-932160.2458 eV

=====

M of number 3 (C31H17Cl5N4O5Ti)?
750.632 g mol⁻¹